No. 1
{
  "formula": "C44H62Br2CaN2O5P3S3",
  "method": "the ωB97M-V functional and the def2-TZVPD basis",
  "elements": ["Ca", "C", "C", "O", "P", "S", "S", "O", "C", "C", "H", "H", "H", "H", "H", "H", "H", "H", "H", "H", "Br", "C", "C", "C", "Br", "C", "C", "C", "C", "N", "C", "C", "O", "H", "H", "H", "H", "O", "H", "H", "O", "S", "N", "C", "C", "C", "C", "C", "C", "P", "C", "C", "C", "C", "C", "C", "C", "C", "C", "C", "C", "C", "H", "H", "H", "H", "H", "H", "H", "H", "H", "H", "H", "H", "H", "H", "H", "H", "H", "H", "H", "H", "H", "H", "H", "H", "H", "H", "H", "H", "H", "H", "H", "H", "H", "C", "P", "C", "C", "C", "C", "C", "C", "C", "C", "C", "C", "C", "C", "H", "H", "H", "H", "H", "H", "H", "H", "H", "H", "H", "H", "H"],
  "positions_angstrom": [[0.29, 0.38, 0.10], [-5.51, 0.24, -4.67], [-4.03, -0.15, -4.51], [-3.43, 0.74, -3.50], [-1.88, 0.56, -2.93], [-1.36, 1.82, -1.60], [-1.58, -1.35, -2.60], [-1.26, 0.97, -4.33], [0.10, 0.84, -4.38], [0.44, 0.95, -5.88], [-5.81, -0.32, -5.51], [-5.65, 1.46, -4.69], [-6.26, -0.07, -3.93], [-3.28, -0.01, -5.37], [-3.96, -1.20, -4.26], [0.35, -0.20, -4.16], [0.74, 1.48, -3.78], [-0.15, 0.38, -6.46], [1.54, 0.77, -6.03], [0.36, 2.12, -6.32], [2.89, 5.13, 0.29], [3.12, 3.74, -0.92], [3.75, 4.01, -2.31], [3.59, 3.04, -3.33], [4.67, 3.46, -4.92], [3.50, 1.64, -3.04], [3.57, 0.47, -3.84], [3.02, -0.72, -3.38], [2.39, -0.74, -2.16], [2.37, 0.12, -1.27], [2.81, 1.50, -1.71], [2.47, 2.56, -0.75], [1.92, 2.40, 0.35], [3.89, 5.05, -2.84], [4.36, 0.40, -4.80], [3.60, -1.39, -3.63], [2.25, -1.62, -1.72], [2.28, 2.61, 4.08], [1.84, 2.89, 3.32], [2.21, 1.78, 3.56], [-0.23, -4.28, 0.85], [-0.24, -3.14, -0.02], [0.08, -1.83, 0.62], [-2.19, 4.80, 3.67], [-3.58, 4.42, 2.77], [-3.51, 2.85, 2.87], [-2.47, 2.54, 1.55], [-1.11, 2.83, 2.20], [-1.12, 4.35, 2.67], [-2.39, 0.77, 1.29], [-2.14, -1.31, 3.16], [-3.44, -0.48, 3.87], [-2.96, -0.79, 5.40], [-1.66, -0.09, 6.00], [-0.50, -0.55, 5.22], [-0.94, -1.26, 3.84], [-3.76, 0.00, 0.27], [-3.84, -1.50, 0.38], [-4.71, -2.29, -0.59], [-5.82, -1.12, -1.34], [-6.21, -0.12, -0.23], [-5.10, 0.68, 0.52], [-2.62, 3.90, 4.33], [-2.20, 5.74, 4.36], [-3.24, 5.01, 1.73], [-4.30, 5.19, 3.12], [0.19, -3.88, -9.12], [-4.65, 2.77, 2.65], [-2.66, 3.12, 0.71], [-0.16, 2.71, 1.12], [-0.90, 2.07, 3.02], [-1.22, 4.78, 1.74], [-0.22, 4.26, 3.21], [-2.08, -1.32, 1.90], [-4.31, -0.83, 3.48], [-3.44, 0.64, 3.75], [-3.27, -1.85, 5.63], [-3.73, -0.32, 6.18], [-1.62, -0.36, 7.30], [-1.97, 1.08, 5.94], [0.37, -0.94, 5.71], [0.02, 0.29, 4.45], [-0.17, -1.34, 3.19], [-0.30, -3.54, -9.43], [-3.44, 0.47, -0.76], [-4.02, -1.76, 1.44], [-3.01, -1.99, 0.35], [-5.53, -2.92, -0.22], [-4.08, -2.53, -1.62], [-6.63, -1.47, -1.86], [-5.24, -0.81, -2.15], [-6.63, -0.61, 0.56], [-7.10, 0.79, -0.45], [-5.28, 0.66, 1.80], [-4.77, 1.59, 0.17], [3.45, -1.53, 3.04], [3.75, -1.47, 1.25], [5.63, -1.05, 0.86], [5.99, -0.58, -0.44], [7.35, -0.39, -0.69], [8.30, -0.68, 0.28], [7.95, -1.25, 1.44], [6.58, -1.32, 1.77], [3.68, -3.20, 0.51], [4.53, -3.66, -0.55], [4.49, -4.88, -1.18], [3.49, -5.80, -0.80], [2.65, -5.40, 0.17], [2.70, -4.16, 0.85], [4.08, -2.32, 3.64], [2.37, -1.35, 3.37], [4.09, -0.42, 3.24], [5.37, -0.39, -1.30], [7.56, -0.04, -1.71], [9.28, -0.54, 0.16], [8.78, -1.65, 2.11], [6.40, -1.72, 2.69], [5.40, -3.04, -0.89], [5.37, -5.17, -1.90], [3.08, -6.72, -1.28], [1.73, -6.09, 0.46], [1.82, -3.98, 1.53]],
  "mol_weight_g_mol": 1088.0,
  "total_charge": -2,
  "homo_ev": [-1.133, -1.117],
  "fmax_ev_per_a": 10.06,
  "s2": 0.75,
  "homo_lumo_gap_ha": [0.1659, 0.1654],
  "de_lowest_ev": 27.580,
  "spin_multiplicity": 2,
  "total_energy_ev": -278728.17343
}

***

No. 2
{
  "formula": "C2H2FO3Rb",
  "method": "the ωB97M-V functional and the def2-TZVPD basis",
  "elements": ["H", "O", "Rb", "O", "C", "O", "C", "F", "H"],
  "positions_angstrom": [[1.78, 2.68, 1.83], [2.45, 1.98, 1.77], [-1.64, -1.64, 1.59], [0.90, 0.40, 1.98], [1.91, 0.83, 1.52], [-1.93, -0.09, -1.23], [-2.47, 0.75, -1.89], [-2.55, 1.99, -1.46], [-3.10, 0.59, -2.77]],
  "mol_weight_g_mol": 178.5,
  "total_charge": 1,
  "homo_ev": [-12.704, -15.555],
  "fmax_ev_per_a": 1.51,
  "s2": 0.75,
  "homo_lumo_gap_ha": [0.3315, 0.4198],
  "de_lowest_ev": 0.000,
  "spin_multiplicity": 2,
  "total_energy_ev": -11614.72438
}

***

No. 3
{
  "formula": "C3H9NO",
  "method": "the ωB97M-V functional and the def2-TZVPD basis",
  "elements": ["C", "N", "H", "H", "H", "H", "C", "O", "C", "H", "H", "H", "H", "H"],
  "positions_angstrom": [[1.80, -4.89, -0.46], [2.81, -4.23, -0.74], [0.85, -4.45, -0.12], [1.98, -5.80, 0.17], [3.73, -4.66, -0.50], [-1.63, 2.68, -1.64], [-1.24, 3.39, 0.15], [-2.04, 3.33, -1.03], [-1.07, 1.97, 0.75], [-0.29, 3.87, -0.06], [-1.94, 3.87, 0.84], [-0.37, 1.34, 0.19], [-0.52, 2.06, 1.69], [-2.06, 1.52, 0.75]],
  "mol_weight_g_mol": 75.1,
  "total_charge": 1,
  "homo_ev": [-11.961, -11.961],
  "fmax_ev_per_a": 3.13,
  "s2": 0.76,
  "homo_lumo_gap_ha": [0.1813, 0.0505],
  "de_lowest_ev": 4.163,
  "spin_multiplicity": 2,
  "total_energy_ev": -6782.14638
}